(1)
ORCA calculation (wB97M-V/def2-TZVPD) on 2 unconnected molecules or ions with the total composition C4H12NO3.

Summary:
Charge: -1
Calculated total energy (eV): -11974.285
Orbital gap (eV): 6.86

The geometry in XYZ format:
```
20
Properties=species:S:1:pos:R:3:forces:R:3
C -1.9899 0.7541 1.4538 1.0 1.1 1.4
O -1.5741 1.7804 2.3732 -0.5 0.9 0.1
C -0.8831 0.5274 0.3591 0.6 -0.4 3.4
C -1.1043 -0.8810 -0.1383 2.3 0.2 -1.2
C 0.1302 -1.3074 -1.1779 -1.3 0.4 1.3
O 1.3920 -1.0005 -0.8706 0.0 -0.1 0.1
N 0.3545 0.5250 1.1887 -0.1 2.1 0.4
H -2.1296 -0.1300 2.1359 -0.1 0.2 -1.3
H -2.9115 1.1910 1.0999 -0.6 -0.6 -0.5
H -0.6058 1.7932 2.3796 0.1 -0.7 -0.2
H -0.8358 1.4460 -0.2849 -0.2 -1.3 -0.1
H -1.0966 -1.6364 0.7127 -0.5 1.1 -0.9
H -2.0087 -0.7674 -0.7243 -0.6 -1.1 -0.1
H -0.0414 -2.4032 -1.1965 -0.2 -0.1 -0.9
H -0.2517 -0.7375 -2.0444 0.0 -0.5 -0.9
H 1.0935 1.1692 0.8994 -0.4 -1.0 -0.3
H 0.7072 -0.3702 1.4535 0.3 -0.4 -0.6
H 2.2495 -0.7960 -2.5321 0.1 0.2 0.6
H 3.4630 -0.1308 -2.0192 -0.1 0.0 0.1
O 3.0650 -0.3600 -2.8634 0.2 0.0 -0.5
```
Positions in Å, forces in eV/Å.


(2)
ORCA calculation (wB97M-V/def2-TZVPD) on 2 unconnected molecules or ions with the total composition C4H12NO3.

Summary:
Charge: -1
Calculated total energy (eV): -11974.817
Orbital gap (eV): 6.67

The geometry in XYZ format:
```
20
Properties=species:S:1:pos:R:3:forces:R:3
C 0.5307 -0.6449 -1.8678 -1.0 1.8 0.6
O -0.5351 0.1808 -2.1665 0.2 -0.2 -0.5
C 0.9768 -0.3454 -0.3828 -0.7 0.3 -0.7
C -0.0973 -0.7609 0.6465 0.6 -1.1 0.2
C -1.5036 -0.2064 0.3904 0.5 0.2 -1.0
O -0.0609 -2.2216 0.7207 -0.6 0.4 -0.2
N 1.1591 1.1237 -0.2489 0.3 -0.7 0.9
H 1.3193 -0.3927 -2.6122 0.6 -0.7 0.5
H 0.2897 -1.7067 -1.8754 0.0 -0.8 -0.4
H 1.8612 -0.9416 -0.1256 0.2 0.4 0.1
H 0.2854 -0.5082 1.6325 -0.1 0.5 0.1
H -1.8302 0.4935 1.1326 -0.2 0.1 0.7
H -1.3970 0.3044 -0.5853 -0.4 0.0 0.2
H -2.2675 -0.9700 0.2147 0.2 -0.2 0.3
H -0.7038 -2.4713 0.0530 0.0 -0.4 -0.1
H 0.5793 1.5181 -0.9910 0.1 0.0 -0.3
H 2.1439 1.3209 -0.3637 -0.1 0.4 -0.3
H -0.9470 2.4884 2.1840 0.1 -0.1 -0.6
H 0.3657 1.7096 1.7511 -0.3 0.2 -0.7
O -0.1686 2.0303 2.4936 0.4 0.0 1.1
```
Positions in Å, forces in eV/Å.


(3)
ORCA calculation (wB97M-V/def2-TZVPD) on 2 unconnected molecules or ions with the total composition C4H12NO3.

Summary:
Charge: -1
Calculated total energy (eV): -11975.539
Orbital gap (eV): 7.47

The geometry in XYZ format:
```
20
Properties=species:S:1:pos:R:3:forces:R:3
C -0.9562 -0.1545 1.1599 -0.3 0.3 0.3
O -1.7171 0.9847 1.1743 0.2 -0.1 -0.1
C 0.1027 -0.1960 -0.0100 0.0 0.1 0.0
C 1.5258 -0.1301 0.5464 -0.3 -0.4 0.7
C 2.6144 -0.3031 -0.4785 0.5 -0.2 0.0
O 2.8175 -1.6873 -0.8316 0.0 0.0 0.0
N -0.1109 0.9207 -0.9271 0.3 -0.2 -0.3
H -0.3851 -0.2501 2.1132 -0.1 -0.1 -0.1
H -1.5826 -1.0750 1.0826 0.1 0.0 0.0
H -0.0147 -1.1421 -0.5536 0.1 0.0 0.0
H 1.6347 0.7792 1.1488 0.0 0.2 -0.4
H 1.6361 -0.9119 1.3245 0.1 0.0 -0.3
H 2.3836 0.2323 -1.4009 -0.1 0.1 0.1
H 3.5732 0.0557 -0.0834 -0.1 0.1 -0.1
H 2.1907 -2.2085 -0.3232 -0.1 0.0 0.0
H -0.7251 1.5504 -0.4035 -0.2 0.0 -0.1
H -0.6313 0.6010 -1.7384 -0.1 0.2 0.2
H -2.7679 0.9146 0.1325 -0.2 0.0 -0.2
H -4.0768 0.1220 -0.1793 -0.1 0.0 -0.1
O -3.5331 0.7959 -0.5969 0.3 0.0 0.4
```
Positions in Å, forces in eV/Å.


(4)
ORCA calculation (wB97M-V/def2-TZVPD) on 2 unconnected molecules or ions with the total composition C4H12NO3.

Summary:
Charge: +1
Calculated total energy (eV): -11967.341
Orbital gap (eV): 11.41

The geometry in XYZ format:
```
20
Properties=species:S:1:pos:R:3:forces:R:3
O 0.9841 -1.5994 -0.8452 0.5 -2.1 -3.5
C 0.8093 -1.6933 0.4627 0.5 -2.8 2.3
C 0.0231 -0.4449 1.0433 1.9 -1.3 0.0
N -0.2185 0.4494 -0.1150 -1.3 1.8 0.4
C 0.2985 1.8620 0.2445 -0.4 -2.1 4.1
C -1.3027 -0.9360 1.4831 -3.6 0.6 0.7
O 1.1047 -2.7098 1.0772 -0.8 2.6 -0.7
H 1.1931 -2.5098 -1.3960 -0.5 3.0 2.7
H 0.5938 0.1134 1.9001 -0.9 -1.4 -1.8
H -1.2992 0.5466 -0.2130 2.4 -0.3 -0.1
H 0.1905 -0.0236 -0.9920 -0.6 1.4 1.4
H -0.1585 2.5489 -0.3672 -1.4 1.7 -0.9
H 1.3271 1.9486 0.0896 1.7 -0.4 -0.5
H 0.1962 1.9771 1.4935 -0.4 0.1 -3.8
H -1.8231 -0.0909 2.0769 0.7 -1.4 -0.9
H -2.0468 -1.2371 0.6502 1.4 0.7 0.8
H -1.3310 -1.8294 2.0866 0.6 -0.1 0.5
H 0.7104 1.8981 -3.1627 0.1 0.3 0.0
H 0.3365 0.4682 -3.0081 -0.1 -1.1 -0.9
O 0.4123 1.2618 -2.5086 0.1 0.8 0.3
```
Positions in Å, forces in eV/Å.


> Which formula does entry 4 have?

C4H12NO3


> Which value of orbital gap does entry 4 give?

11.41 eV